Record 1
88
Properties=species:S:1:pos:R:3:forces:R:3:lowdin_charge:R:1 method="wB97M-V/def2-TZVPD" charge=+1 lumo_energy_ev=-3.654 homo_lumo_gap_ev=7.83 e_tot_ev=-58789.4694
C 3.33684 -1.34629 0.90687 0.04 0.39 0.80 -0.10
C -2.59544 -3.45758 0.34074 -1.39 -0.28 1.55 -0.24
N -2.77675 -1.67978 2.04775 0.40 0.55 -1.13 0.05
H -3.69432 1.37438 2.06574 0.59 0.42 0.55 0.16
O -3.23540 3.44560 0.02086 -0.18 0.04 0.26 0.15
H -4.42895 -2.83807 1.41076 0.28 0.09 -0.42 0.12
O -7.25300 -0.77157 3.48461 0.26 -0.24 0.05 0.13
H -6.74341 -5.31817 4.62931 -0.10 0.05 0.07 0.09
H 7.27634 0.07039 -6.50907 0.06 -0.03 -0.02 0.07
O 10.14034 1.13019 -7.95406 0.29 -0.37 -0.14 0.08
C -0.99486 1.64723 0.78821 0.65 -1.02 -0.45 -0.16
H 8.58585 -0.01672 -8.65037 0.10 -0.09 -0.01 0.16
H -8.29437 -3.16795 6.83677 -0.06 0.25 -0.05 0.15
H -3.81437 -1.68879 0.16081 0.19 -0.04 0.38 0.13
N -4.46643 -0.49878 3.24050 0.53 0.24 0.46 0.16
O -8.18453 -1.81637 5.24634 0.25 0.08 -0.36 0.09
C 3.50918 -1.70638 -4.80208 -0.02 -0.25 -0.31 -0.10
H 4.43897 -1.34396 0.93373 -0.42 0.01 -0.41 0.07
O 6.14729 0.33772 -4.25514 -0.12 -0.06 0.01 0.17
H -8.66345 -3.81743 5.22474 0.12 -0.05 -0.02 0.15
H 3.50840 -2.34401 -3.91367 -0.11 0.10 0.05 0.14
O 12.26321 0.80994 -8.65794 -0.08 -0.05 0.02 0.17
H 1.23759 0.56502 -3.50376 -0.04 -0.03 -0.11 0.09
H 1.10048 1.55808 1.24481 0.02 -0.48 -0.22 0.11
C -3.52322 -2.37534 0.96938 0.09 -0.74 -0.05 -0.11
C 0.24029 -0.43879 1.78049 0.32 0.31 0.75 -0.20
H 0.84344 -1.03832 -4.14982 0.05 0.02 -0.05 0.09
C 9.81540 -0.97457 -7.15372 -0.03 -0.37 -0.08 -0.10
C 1.62770 -0.43696 -3.68857 0.04 0.31 0.33 -0.02
H 7.60231 1.68991 -7.14920 -0.05 -0.08 -0.05 0.09
O -1.96416 -3.27157 -0.63601 0.82 0.42 -1.17 0.10
H 3.07788 -2.25572 -5.63680 0.22 0.03 -0.08 0.14
O -3.23133 3.72507 2.26481 -0.02 -0.05 -0.30 0.02
C -3.32416 7.34562 2.50217 0.12 0.14 -0.42 -0.01
H -2.01874 5.10356 3.19885 -0.04 0.12 -0.07 0.14
C 2.85743 -0.37695 2.03331 0.54 -0.61 0.34 -0.26
H -1.03864 2.32094 1.65874 -0.47 -0.25 -0.36 0.11
H 3.60669 -0.46392 2.84300 -0.32 0.14 -0.28 0.11
H 0.54812 0.48493 -0.13126 0.52 0.39 0.43 0.11
H -2.61841 -2.26804 2.85899 -0.53 0.06 0.00 0.15
C 8.06074 0.79251 -6.73078 0.14 0.42 -0.10 -0.03
O 11.03180 -0.92669 -7.90459 0.00 0.28 0.01 0.06
H -5.94132 -2.89762 6.32111 -0.09 0.09 -0.02 0.16
H 2.92528 0.66135 1.67854 -0.21 -0.29 0.19 0.09
H -0.60766 -0.31326 2.47913 0.36 -0.08 -0.24 0.08
H -2.03861 -0.23608 0.21649 -0.04 0.11 0.67 0.11
H -4.88427 5.87469 2.38849 0.03 -0.12 -0.01 0.16
H 10.06183 -0.87920 -6.09281 -0.13 0.12 0.00 0.14
H 3.02206 -2.37079 1.16474 0.02 0.30 -0.35 0.07
H -2.25370 7.43576 2.30945 0.00 -0.09 0.07 0.10
H -2.59549 -4.44881 0.86045 0.09 0.33 -0.05 0.13
H 2.60354 0.11977 -5.51906 0.08 -0.07 -0.03 0.16
H 1.35370 -0.35671 3.67299 0.27 0.18 -0.49 0.11
C -7.25958 -1.67036 4.27774 -0.37 -0.05 0.08 -0.55
H -3.53264 4.75387 4.06196 -0.05 -0.22 -0.10 0.14
C 5.07973 -0.15549 -4.41408 0.15 0.12 0.10 -0.54
O -3.49417 5.49457 0.92140 0.02 -0.65 0.11 0.11
O 4.85915 -1.32340 -5.07911 -0.01 0.24 0.20 0.06
H -2.98101 1.24617 -0.01960 0.12 -0.19 0.45 0.12
C 0.35363 0.83240 0.90004 -1.51 -0.21 -0.53 -0.18
C -8.01950 -3.13552 5.78497 -0.20 -0.01 0.36 -0.08
H -5.12751 -4.95037 5.19978 0.00 0.00 0.14 0.09
C -3.08546 4.89848 3.08065 -0.10 -0.07 0.41 -0.08
H 9.29156 -1.91484 -7.31617 0.19 -0.04 -0.12 0.14
H 2.97756 -1.04430 -0.08800 0.10 -0.28 0.29 0.06
H -0.00760 -1.32632 1.17692 0.08 0.44 -0.01 0.10
C -2.27603 0.73948 0.65441 1.79 1.87 0.03 -0.11
H -5.41456 -0.68706 2.90012 0.23 -0.10 0.46 0.08
C 9.06763 0.21392 -7.69474 -0.61 0.21 0.50 -0.34
H -6.39307 -5.36562 6.36787 0.01 0.07 0.01 0.10
C -3.31420 4.15785 0.97347 -0.08 0.45 -0.36 -0.54
C -3.80001 5.93481 2.25692 0.15 0.78 0.36 -0.32
O -6.34534 -2.67421 4.31511 -0.27 0.49 -0.03 0.06
C -6.55448 -3.37982 5.55390 0.12 -0.88 0.23 -0.33
C -3.37884 -0.47690 2.38587 -0.72 -0.52 1.67 -0.36
C 2.84877 -0.37293 -4.57332 -0.66 -0.12 0.31 -0.34
H -4.29440 -0.27350 4.21024 -0.48 0.17 -0.20 0.12
H -3.82626 8.04108 1.82965 -0.08 -0.02 0.09 0.09
N -2.95193 0.67912 1.98830 -1.22 -1.54 -2.73 0.18
C -6.18654 -4.83891 5.43632 0.23 0.01 -0.44 -0.02
H 8.53807 1.08880 -5.79605 0.00 -0.14 0.01 0.09
H 1.87351 -0.86570 -2.71464 0.06 -0.10 -0.08 0.08
O 3.90875 0.36703 -3.95367 0.30 -0.21 -0.25 0.09
C 1.49882 -0.76159 2.65551 -0.34 -0.26 -0.52 -0.21
C 11.24785 0.38155 -8.21811 0.16 0.15 -0.07 -0.55
H -0.92735 2.25014 -0.12868 -0.09 0.02 0.44 0.11
H -3.52399 7.64778 3.53055 -0.05 -0.06 -0.02 0.10
H 1.51176 -1.86163 2.78953 0.05 0.45 0.08 0.10

Record 2
100
Properties=species:S:1:pos:R:3:forces:R:3:lowdin_charge:R:1 method="wB97M-V/def2-TZVPD" charge=0 lumo_energy_ev=-6.077 homo_lumo_gap_ev=1.17 e_tot_ev=-280103.4371
H 0.66223 1.32905 -0.72893 -0.15 -0.32 -0.14 0.06
O 9.27675 -6.39486 0.77035 0.11 -0.14 -0.13 0.16
H -1.25807 3.15937 -1.03880 -0.04 -0.31 -0.06 0.09
H -0.48402 -3.29305 4.34196 0.26 0.08 -0.04 0.09
O -4.81981 4.81355 6.39127 -0.13 -0.15 0.20 0.04
C 6.78684 -4.73233 2.38851 -0.03 0.38 0.05 -0.31
F -0.73444 7.40905 4.45841 0.29 0.13 0.35 -0.15
H -0.57158 -5.49100 0.67945 0.11 -0.30 -0.18 0.12
C 2.18250 2.53714 0.16342 -0.58 0.10 -0.61 -0.22
H -0.05622 4.53076 1.35662 0.09 0.12 0.43 0.10
C -1.38900 -3.78003 4.00089 0.19 -0.19 0.33 -0.10
Al -1.35271 5.86996 4.27908 -0.66 0.24 -0.71 -0.23
H -5.03300 1.21091 1.15013 -0.02 -0.18 0.18 0.07
H 0.94341 3.55604 -1.19834 -0.14 0.17 -0.13 0.10
K -0.18970 5.22188 7.33225 0.52 -0.03 0.63 1.03
Si 2.53312 -0.25917 -0.28731 0.60 1.09 -1.93 0.67
H -3.58801 0.97953 -10.09333 0.03 0.03 0.06 0.06
H -5.12639 2.93919 1.38521 -0.04 0.20 0.07 0.09
H -3.34242 0.05410 -7.87771 0.17 0.15 -0.07 -0.06
C -4.41130 0.38407 -9.70486 0.07 -0.04 -0.29 -0.70
C -1.33570 3.74822 -0.12346 0.67 0.19 1.03 -0.17
O -0.72974 1.30641 -4.59695 0.16 -0.63 0.23 -0.09
O 4.22273 -1.52310 1.38961 0.67 0.49 -1.05 0.13
C -0.03895 3.66821 0.70917 -0.66 0.21 -0.53 -0.16
H -2.59408 -5.86686 2.30303 0.08 -0.26 0.10 0.12
C 0.27976 0.97030 -3.93866 -1.85 0.45 -1.41 -0.53
H -0.26651 -0.93148 0.10235 0.08 0.07 0.09 0.04
H -2.23453 -3.05529 -0.10423 -0.20 0.00 -0.11 0.11
H 1.46106 2.62044 -4.46996 -0.18 0.26 -0.05 0.11
H 6.83059 -2.60042 1.96616 0.53 0.48 -0.29 0.05
O 8.74855 -5.81776 2.88018 -0.07 0.13 0.08 0.06
K -4.04600 -0.58104 -3.69396 -1.31 -0.05 0.72 0.64
H 5.32533 -3.40550 1.53969 0.07 0.13 -0.14 0.08
O 7.51711 -5.05724 1.18976 -0.20 -0.11 0.09 0.09
H -2.99802 4.27072 1.21133 -0.59 0.39 -0.56 0.11
C 6.11783 -3.39375 2.28906 -0.13 -0.52 -0.01 -0.02
H -5.15844 2.27276 -0.22730 -0.02 0.06 -0.26 0.07
Si 0.22993 -1.62482 -1.09305 -0.62 -0.47 -0.14 0.58
H 6.04073 -5.52212 2.54041 0.08 -0.07 0.06 0.16
H -4.34120 4.19585 4.42456 0.01 -0.16 -0.28 0.08
H 2.97379 2.62977 -0.57672 0.40 -0.20 0.04 0.10
F -2.65285 5.85851 3.23516 -0.21 -0.21 -0.19 -0.14
H -3.06741 0.12699 0.76903 -0.18 -0.24 -0.13 0.07
Br -5.08502 -0.62007 -11.21599 -0.03 0.00 0.08 0.65
H -1.20867 0.17204 -2.15627 -0.02 0.20 -0.04 0.06
O 0.36302 -0.26156 -3.49981 -0.03 -0.73 1.16 -0.08
H -0.68379 -3.80498 -1.86304 0.25 -0.14 -0.33 0.08
H -0.10705 2.80323 1.35752 0.22 -0.21 0.12 0.10
C -2.09040 -4.93423 2.04852 -0.28 -0.19 -0.27 -0.26
C -4.70006 2.16505 0.75382 -0.27 -0.07 0.83 -0.06
H 3.04497 4.87030 -0.25661 0.19 0.10 -0.22 0.08
C -2.58826 3.44929 0.63866 -0.21 0.00 -0.12 -0.07
H -2.23825 -5.47522 0.00196 0.12 -0.32 -0.29 0.12
H 5.68961 -3.09847 3.24949 0.08 0.05 0.05 0.10
H 2.61002 2.64574 1.15418 0.16 0.03 0.18 0.13
H -5.21103 1.03948 -9.37696 0.00 0.01 0.08 0.05
H 3.78333 0.21714 -0.91001 0.05 -0.20 0.01 0.05
C 1.43299 1.20387 0.03368 0.41 0.10 0.81 -0.27
H -1.65201 0.97155 1.30554 0.29 0.02 0.07 0.08
F -0.14234 4.84446 3.72509 0.30 -0.22 0.24 -0.16
H -1.40127 -1.36585 -3.04986 0.25 0.10 -0.03 0.02
F 8.06111 -1.57603 1.39615 -0.47 -0.28 0.25 -0.43
H -1.96818 0.86296 -0.42260 0.16 -0.20 -0.07 0.03
H -2.09580 -3.01073 3.69955 -0.18 0.09 -0.12 0.08
C -2.43527 0.98139 0.55930 -0.21 0.29 -0.83 -0.05
H -3.32709 -1.35141 -8.97122 -0.06 -0.05 -0.07 0.06
C 3.05058 -1.24121 1.32497 0.78 -1.27 2.06 -0.66
C -0.24568 -3.41150 -0.94771 -0.64 0.34 -0.22 -0.23
C 1.22024 3.70106 -0.14960 0.78 -0.25 0.52 -0.38
H 2.32308 1.33798 -3.64037 0.13 -0.21 0.15 0.12
Br -5.41763 -1.32643 -7.59815 1.21 0.81 0.68 0.50
C -5.21844 3.70294 5.97496 0.31 0.09 -0.58 -0.79
C -1.52046 -4.96940 0.64013 -0.53 0.40 0.33 -0.17
C 7.88276 -4.81268 3.42945 0.08 -0.12 0.10 -0.09
H -1.42212 4.78963 -0.42212 -0.06 0.13 -0.40 0.12
O -1.05082 -4.64721 2.94286 0.17 0.35 -0.14 -0.18
C 1.38548 1.88103 -3.68522 0.97 0.20 -0.22 0.07
O 1.82412 -1.33409 -1.34651 0.08 0.25 0.82 -0.27
H -0.91202 -2.99013 1.02522 -0.06 0.13 0.24 0.09
O 2.06854 -1.45162 2.00302 -1.63 0.28 -0.19 0.10
H 1.57196 5.79728 -0.60144 -0.03 0.27 -0.05 0.08
C 2.00115 5.00812 0.00371 -0.34 -0.30 0.01 -0.04
H 1.25180 2.37996 -2.72516 -0.13 0.00 0.07 0.09
H 1.95805 5.29950 1.04621 0.08 0.22 0.20 0.08
H 0.93252 1.03775 0.98175 -0.41 -0.19 0.03 0.08
C 8.58194 -5.81163 1.53425 -0.02 0.08 0.04 -0.57
H 8.43872 -3.87760 3.51727 -0.06 0.06 -0.11 0.14
H 7.52320 -5.11753 4.40923 0.07 -0.16 -0.02 0.13
H -2.86596 -4.16478 2.06739 -0.10 0.22 0.21 0.12
C -3.92372 -0.52244 -8.60496 -0.16 0.09 0.40 -0.69
O -4.84040 3.39617 4.66488 -0.05 0.36 0.58 0.04
F -1.84167 5.31260 5.81389 -0.27 -0.03 -0.46 -0.32
C -1.29770 -3.54003 0.16892 0.90 -0.04 0.27 -0.28
O -5.88626 2.86810 6.58613 -0.04 -0.13 0.03 0.06
Cl -6.80787 -3.27146 -8.76078 -0.65 -0.80 -0.31 -0.51
Al -1.87386 -0.42491 -5.68232 1.14 0.65 -0.82 0.95
H -1.78718 -4.33558 4.84731 -0.28 -0.07 0.12 0.09
H 0.63464 -3.99872 -0.70868 0.18 -0.15 0.03 0.09
C -3.21724 2.27151 0.64357 0.26 -0.12 0.27 -0.33
C -0.68275 -0.69865 -2.53840 0.43 -0.46 -0.47 -0.18

Record 3
91
Properties=species:S:1:pos:R:3:forces:R:3:lowdin_charge:R:1 method="wB97M-V/def2-TZVPD" charge=0 smiles="CB(O)[C@H](NCCCCOC(C)=O)[C@@H](CCO)O[C@@H](N=C=O)N=C=S.CCOC(C)=O.CCOC(C)=O.CCOC(C)=O" lumo_energy_ev=-0.223 homo_lumo_gap_ev=8.28 e_tot_ev=-68290.5714
C 0.07834 2.74402 0.29465 -1.23 0.57 -0.19 -0.21
C 10.28052 2.25621 -1.14500 0.04 -0.03 0.50 -0.53
H -5.17669 0.41759 -6.68982 0.16 0.14 0.13 0.12
O 9.58484 2.69985 -2.20923 0.21 0.35 -0.32 0.00
H -4.52237 -1.01108 -5.92346 -0.02 0.00 0.12 0.11
H -4.09448 -1.70380 -4.03069 -0.17 0.02 0.08 0.07
H 11.00193 0.46408 -0.27083 -0.08 0.17 0.17 0.09
S 6.28718 0.04784 3.24618 -1.51 -1.36 -0.49 0.72
H -4.29809 -3.55319 1.55080 0.08 0.00 -0.02 0.10
N 0.14344 1.60639 1.24852 0.33 0.78 -0.24 -0.01
O -4.54613 1.77878 3.65272 0.39 0.55 -0.74 0.09
H 9.36797 0.93454 -3.30258 -0.02 0.00 0.11 0.11
H 6.91821 2.54304 -2.34975 0.07 -0.05 -0.11 0.09
H 2.24936 4.37363 3.48395 0.46 -0.84 -0.10 0.07
C -0.03305 -1.58746 1.33881 -0.36 0.17 -0.03 -0.22
N 4.39110 0.56629 0.55026 -0.41 -0.56 -0.83 0.16
C 4.22977 0.79690 -0.65261 -0.49 -0.12 0.37 -0.31
H 0.71578 2.57679 -0.61576 -0.47 -0.04 1.02 0.12
H 1.09191 1.16762 4.82360 -0.59 0.31 0.12 0.11
H 0.53133 -2.49331 0.97862 -0.20 1.15 0.34 0.13
O 2.37966 -0.76151 0.86967 1.92 0.37 1.01 -0.05
O 3.98662 0.93471 -1.78050 0.53 0.36 0.45 0.21
H 7.48234 1.07522 -1.56825 0.03 -0.07 -0.06 0.06
H -5.96323 -6.63264 -1.25720 0.13 0.20 -0.11 0.12
H -1.70350 -2.41014 0.83071 -0.03 0.39 0.57 0.05
O -5.02407 -4.84667 -1.05464 0.10 -0.01 -0.56 0.01
H 3.61610 3.13728 3.11408 -0.89 0.58 0.17 0.06
H -1.47476 4.14989 1.71456 -0.69 0.42 -0.71 0.10
C 10.05787 0.84882 -0.65390 0.21 -0.44 -0.35 0.01
C -3.89490 -0.35155 2.74541 1.11 1.13 -0.79 0.01
C -3.73981 -0.98019 -3.29981 0.25 -0.29 -0.44 0.00
C -3.41698 3.16853 1.60308 0.77 2.15 -0.92 -0.18
H -4.80295 -0.78129 3.22473 0.69 0.66 -0.36 0.08
C -5.05715 -0.07968 -5.72604 -0.20 -0.13 0.12 -0.24
C 8.82503 1.85616 -3.08223 -0.21 -0.13 0.11 -0.23
C -2.20983 3.93396 0.89524 -0.04 -2.18 0.43 -0.14
C 3.77888 -0.81366 0.76620 -0.33 -0.91 -1.75 -0.34
H 9.72993 0.15861 -1.42856 -0.16 0.04 0.06 0.07
H -1.97722 2.05579 -0.37518 0.58 0.68 0.34 0.11
H -4.77278 -6.61805 0.02256 0.01 0.11 0.05 0.12
H 1.02547 -1.64512 3.30061 -0.61 0.58 -0.56 0.13
C -6.42219 -0.30954 -5.11016 -0.09 0.00 0.17 -0.07
H -6.34787 -0.78925 -4.13327 0.03 -0.08 -0.07 0.07
H -7.46463 -5.11891 0.00636 0.06 -0.12 -0.03 0.09
O -4.26763 0.80062 -4.91946 0.20 0.42 -0.36 0.00
H -6.32693 -5.05738 1.34086 0.03 -0.10 0.02 0.07
O -2.78267 1.18020 -3.33050 -0.25 0.03 -0.38 0.10
H 8.73831 2.39600 -4.02613 0.16 0.13 0.15 0.12
O -1.37620 -2.04791 1.67608 0.68 -0.08 -0.45 -0.12
H -2.62731 4.84002 0.39557 0.52 -0.58 0.64 0.11
C 0.64367 -0.88204 2.56950 0.53 -0.69 -0.78 -0.08
O -2.99489 1.83890 1.94868 -1.44 -0.15 0.70 -0.05
O 11.01172 3.00688 -0.55446 -0.22 -0.02 -0.36 0.11
C -5.56292 -6.02606 -0.44382 -0.18 -0.04 0.27 -0.23
H -6.93680 0.64268 -4.95942 0.06 -0.05 -0.11 0.08
H -0.11307 -0.22201 3.05634 0.75 -0.46 -0.37 0.11
H -1.43040 3.59268 -1.11753 0.28 -0.78 0.86 0.11
H -7.11877 -6.58859 0.93901 0.02 0.02 -0.03 0.08
H -4.26946 3.14969 0.87667 0.54 -0.36 0.71 0.13
C 5.19039 -0.88505 2.54645 1.30 0.44 -0.03 -0.75
H 2.83646 3.21469 4.73736 -0.20 0.33 -1.03 0.07
N 4.44474 -1.57309 1.85516 0.17 1.93 0.62 0.11
H -3.89502 -5.26874 1.32440 -0.16 0.06 0.04 0.08
H 0.38406 3.70555 0.81824 0.13 -0.81 -0.79 0.12
C -3.53462 0.40262 -3.86057 0.05 -0.15 0.56 -0.52
C 2.63857 3.33276 3.62922 0.06 -0.91 0.69 -0.01
H -2.78440 -1.34997 -2.93353 -0.12 0.15 0.21 0.08
H -7.03484 -0.93952 -5.75796 0.03 0.03 0.01 0.08
H 3.99798 -1.38308 -0.18272 -0.45 0.20 1.14 0.17
C -4.07675 -4.07457 -0.49775 0.03 0.33 0.31 -0.51
H 2.23661 2.00318 1.15737 -0.44 -0.87 0.42 0.13
H 9.31963 0.86516 0.14914 0.05 0.01 -0.03 0.09
C -1.42590 3.00286 -0.15436 0.00 1.08 -0.31 -0.16
B 1.55214 2.18910 3.25838 0.28 0.63 0.47 -0.39
H -0.16295 -0.81322 0.53823 0.48 -0.77 0.56 0.12
C -6.68060 -5.68149 0.51902 -0.05 0.16 0.09 -0.07
O -3.57052 -3.18669 -1.13953 -0.21 -0.34 -0.07 0.10
H -3.81881 -0.60189 1.65077 0.00 -0.14 1.20 0.08
C -3.86478 1.22402 2.82970 -0.37 -1.80 0.73 -0.48
C -3.72361 -4.26113 0.95159 0.23 -0.56 0.10 0.02
H -2.96686 -0.70346 3.27532 -0.91 0.09 -0.70 0.08
H -2.66170 -4.06061 1.07163 -0.13 0.11 0.10 0.07
H 2.65195 -0.08453 2.91070 -0.04 -0.23 -1.08 0.14
H -4.44851 -0.92802 -2.47322 0.09 -0.04 -0.01 0.09
C 1.51816 1.44071 1.80901 0.14 0.29 0.82 -0.19
O 0.62713 1.85354 4.30866 1.24 -0.40 -1.18 0.06
C 1.92862 -0.07330 2.05384 -2.26 0.78 0.81 -0.24
H -0.48070 1.88634 2.01600 0.04 -0.53 -0.36 0.09
H 6.84998 0.99878 -3.21979 0.02 0.04 0.01 0.08
C 7.44022 1.59910 -2.52498 -0.12 -0.02 0.15 -0.07
H -3.70446 3.79745 2.48482 0.08 -0.98 -0.57 0.13